19
Properties=species:S:1:pos:R:3 method="wB97M-V/def2-TZVPD" multiplicity=2 relative_energy_kj_mol=65.0 s_squared=0.760 total_charge=+2
C -1.28471 -2.49251 0.74460
C -0.36401 -1.49016 1.03337
N -0.57178 -0.18248 0.71854
C -0.06745 0.83697 1.69812
H -2.23690 -2.26219 0.27657
H -1.04129 -3.52314 0.97267
H 0.59341 -1.69228 1.50506
H -1.56761 -0.05374 0.50972
H -0.62862 0.76233 2.62747
H 0.98943 0.64616 1.87719
H -0.19010 1.83211 1.27842
C 0.92458 1.69412 -1.75833
N 0.67684 0.22293 -1.57447
H -0.03119 2.20255 -1.67636
H 1.59978 2.03545 -0.97872
H 1.37294 1.88125 -2.72912
H 0.12123 -0.14609 -2.34846
H 0.14291 0.01593 -0.59899
H 1.56255 -0.28722 -1.57727

20
Properties=species:S:1:pos:R:3 method="wB97M-V/def2-TZVPD" multiplicity=1 relative_energy_kj_mol=135.7 total_charge=-1
C 1.80632 -0.63488 0.75868
N 0.92832 -1.69684 0.21265
C -0.43847 -1.51485 0.74804
C 0.81613 -1.49558 -1.30716
H 1.85037 -0.66966 1.86181
H 1.44967 0.34630 0.42575
H 2.81123 -0.79048 0.34994
H -1.04871 -2.30509 0.30308
H -0.44328 -1.62766 1.82054
H -0.90228 -0.54350 0.44154
H 0.24894 -2.31324 -1.83803
H 1.83810 -1.46423 -1.70156
H 0.29759 -0.51682 -1.53869
N -2.20234 1.93269 0.24008
C -0.71855 2.24317 -0.02596
O -0.13195 1.15176 -0.56914
H -2.35234 1.34207 -0.54905
H -2.76681 2.76099 0.13384
H -0.73385 3.17082 -0.70562
H -0.30810 2.62503 0.93925

Which of these has the highest multiplicity? C4H13N2

Copy entry 2 word for word.
20
Properties=species:S:1:pos:R:3 method="wB97M-V/def2-TZVPD" multiplicity=1 relative_energy_kj_mol=135.7 total_charge=-1
C 1.80632 -0.63488 0.75868
N 0.92832 -1.69684 0.21265
C -0.43847 -1.51485 0.74804
C 0.81613 -1.49558 -1.30716
H 1.85037 -0.66966 1.86181
H 1.44967 0.34630 0.42575
H 2.81123 -0.79048 0.34994
H -1.04871 -2.30509 0.30308
H -0.44328 -1.62766 1.82054
H -0.90228 -0.54350 0.44154
H 0.24894 -2.31324 -1.83803
H 1.83810 -1.46423 -1.70156
H 0.29759 -0.51682 -1.53869
N -2.20234 1.93269 0.24008
C -0.71855 2.24317 -0.02596
O -0.13195 1.15176 -0.56914
H -2.35234 1.34207 -0.54905
H -2.76681 2.76099 0.13384
H -0.73385 3.17082 -0.70562
H -0.30810 2.62503 0.93925